(i)
{"formula": "C3H4F2O", "method": "the ωB97M-V functional and the def2-TZVPD basis", "mol_weight_g_mol": 94.06, "homo_energy_ev": -9.05, "symbols": ["C", "C", "C", "O", "F", "F", "H", "H", "H", "H"], "xyz": [[-0.70, 0.66, 0.57], [-1.42, 0.18, -0.44], [1.52, -0.12, 0.44], [1.50, -0.66, -0.73], [-2.88, 0.43, -0.57], [-1.05, -0.58, -1.39], [-1.08, 1.45, 1.14], [2.16, 0.72, 0.60], [1.23, -0.80, 1.30], [0.73, -1.28, -0.92]]}

***

(ii)
{"formula": "C3H4F2O", "method": "the ωB97M-V functional and the def2-TZVPD basis", "mol_weight_g_mol": 94.06, "homo_energy_ev": -10.42, "smiles": "O=C(CF)CF", "symbols": ["C", "C", "C", "H", "H", "H", "H", "O", "F", "F"], "xyz": [[0.33, 0.97, 0.83], [0.49, -0.10, -0.22], [-0.69, -0.99, -0.64], [-0.31, 1.78, 0.54], [-0.04, 0.60, 1.78], [-1.58, -0.38, -0.65], [-0.90, -1.85, -0.01], [1.57, -0.21, -0.75], [1.56, 1.60, 1.02], [-0.43, -1.42, -1.89]]}

***

(ii) ends up most stable, edging out the next structure by 350.2 kJ/mol.

***

(i)
{"formula": "C3H2ClN2OS", "method": "the ωB97M-V functional and the def2-TZVPD basis", "mol_weight_g_mol": 149.58, "homo_energy_ev": -13.30, "charge": 1, "symbols": ["C", "C", "C", "N", "N", "O", "S", "Cl", "H", "H"], "xyz": [[1.63, -0.33, -0.91], [1.54, 0.75, -1.53], [-1.51, 0.25, 0.65], [-0.44, 0.39, 1.20], [-2.50, 0.51, 0.10], [0.83, -1.88, 1.60], [0.52, -0.63, 2.10], [2.16, 2.01, -2.23], [1.11, -1.27, -0.83], [-3.33, 0.19, -0.17]]}

***

(ii)
{"formula": "C3H2ClN2OS", "method": "the ωB97M-V functional and the def2-TZVPD basis", "mol_weight_g_mol": 149.58, "homo_energy_ev": -14.45, "charge": 1, "symbols": ["C", "C", "C", "N", "N", "O", "S", "Cl", "H", "H"], "xyz": [[0.35, 0.57, -0.87], [0.16, 0.47, 0.50], [-0.37, -1.52, -0.34], [0.06, -0.62, -1.41], [-0.31, -0.80, 0.77], [-2.23, -1.71, -2.29], [-0.88, -2.03, -2.03], [0.44, 1.59, 1.73], [0.70, 1.40, -1.44], [-0.54, -1.13, 1.70]]}

***

(ii) ends up most stable, edging out the next structure by 286.4 kJ/mol.

***

(i)
{"formula": "C7H11N", "method": "the ωB97M-V functional and the def2-TZVPD basis", "mol_weight_g_mol": 109.17, "homo_energy_ev": -8.64, "smiles": "[H]/N=C\\C=C(\\C)C(=C)C", "symbols": ["C", "C", "C", "C", "C", "C", "C", "N", "H", "H", "H", "H", "H", "H", "H", "H", "H", "H", "H"], "xyz": [[1.16, 0.95, 0.06], [1.88, 0.23, 1.07], [-0.10, 0.68, -0.40], [-0.85, -0.49, 0.02], [-0.80, 1.66, -1.23], [-0.14, -1.70, 0.60], [-2.17, -0.60, -0.11], [2.86, -0.49, 0.73], [1.75, 1.82, -0.42], [1.39, 0.12, 2.14], [-1.61, 2.19, -0.73], [-1.06, 1.17, -2.14], [-0.19, 2.57, -1.49], [-0.23, -1.80, 1.73], [1.00, -1.61, 0.47], [-0.44, -2.63, 0.18], [2.98, -0.66, -0.24], [-2.82, 0.18, -0.56], [-2.61, -1.61, 0.30]]}

***

(ii)
{"formula": "C7H11N", "method": "the ωB97M-V functional and the def2-TZVPD basis", "mol_weight_g_mol": 109.17, "homo_energy_ev": -8.31, "smiles": "C1=CC[C@H]2C[C@@H](C1)N2", "symbols": ["C", "C", "C", "C", "C", "C", "C", "H", "H", "H", "H", "H", "H", "H", "H", "H", "H", "H", "N"], "xyz": [[0.44, 1.61, -0.19], [-1.12, 1.33, -0.23], [-1.86, 0.19, 0.02], [-1.36, -1.29, -0.17], [0.22, -1.16, -0.34], [1.74, -0.68, -0.55], [1.46, 0.38, 0.38], [0.56, 2.34, 0.63], [1.06, 1.90, -1.17], [-1.70, 2.22, 0.06], [-3.09, -0.04, 0.34], [-1.81, -1.85, 0.67], [-1.76, -1.59, -1.23], [-0.11, -0.19, -0.90], [2.76, -1.15, -0.16], [2.12, -0.37, -1.47], [2.26, 0.56, 1.07], [0.60, -1.22, 1.49], [0.28, -0.41, 1.02]]}

***

(i) ends up most stable, edging out the next structure by 579.2 kJ/mol.

***

(i)
{"formula": "C7H11N", "method": "the ωB97M-V functional and the def2-TZVPD basis", "mol_weight_g_mol": 109.17, "homo_energy_ev": -8.61, "symbols": ["C", "C", "C", "C", "C", "C", "C", "H", "H", "H", "H", "H", "H", "H", "H", "H", "H", "H", "N"], "xyz": [[-0.86, 1.42, 1.27], [0.58, 0.69, 0.20], [1.12, -0.63, -0.73], [0.60, -1.72, 0.22], [-0.88, -1.18, -0.13], [0.04, -0.95, -1.65], [-0.86, 0.31, 0.15], [-1.85, 2.00, 1.41], [-0.68, 0.91, 2.28], [0.83, 2.86, 1.00], [0.90, 0.33, 1.28], [2.15, -0.45, -0.96], [0.62, -2.58, -0.33], [1.17, -1.74, 1.26], [-1.66, -1.95, -0.10], [0.11, -1.90, -2.18], [-0.43, -0.42, -2.42], [-1.36, 0.95, -0.72], [0.25, 2.05, 0.51]]}

***

(ii)
{"formula": "C7H11N", "method": "the ωB97M-V functional and the def2-TZVPD basis", "mol_weight_g_mol": 109.17, "homo_energy_ev": -7.67, "smiles": "C#CC(CN)=C(C)C", "symbols": ["C", "C", "C", "C", "C", "C", "C", "H", "H", "H", "H", "H", "H", "H", "H", "H", "H", "H", "N"], "xyz": [[-2.01, 0.91, 0.44], [-0.97, -0.05, 0.04], [-1.48, -1.24, -0.76], [0.37, 0.26, 0.16], [1.34, -0.73, 0.80], [1.00, 1.41, -0.26], [1.45, 2.51, -0.51], [-1.75, 1.45, 1.44], [-2.89, 0.45, 0.80], [-2.32, 1.73, -0.31], [-0.78, -2.02, -0.79], [-1.72, -0.93, -1.79], [-2.37, -1.72, -0.21], [0.71, -1.48, 1.29], [1.79, -0.08, 1.56], [3.24, -1.04, -0.17], [2.02, -1.39, -1.07], [2.06, 3.40, -0.48], [2.30, -1.43, -0.15]]}

***

(ii) ends up most stable, edging out the next structure by 197.9 kJ/mol.

***

(i)
{"formula": "C7H11N", "method": "the ωB97M-V functional and the def2-TZVPD basis", "mol_weight_g_mol": 109.17, "homo_energy_ev": -8.99, "symbols": ["C", "C", "C", "C", "C", "C", "C", "H", "H", "H", "H", "H", "H", "H", "H", "H", "H", "H", "N"], "xyz": [[2.26, -0.44, -0.31], [0.82, -0.99, 0.63], [-0.20, 0.01, 0.05], [-1.12, -0.54, -1.05], [-1.40, 0.18, 0.85], [0.40, 1.34, -0.08], [0.53, 2.54, -0.13], [2.25, -0.80, -1.40], [3.30, -0.71, 0.30], [2.27, 0.88, -0.22], [0.80, -0.88, 1.85], [0.69, -2.12, 0.08], [-1.16, -1.66, -0.88], [-0.80, -0.37, -2.20], [-3.28, -0.37, -0.23], [-1.65, 0.84, 1.74], [-1.62, -0.87, 1.35], [0.22, 3.72, -0.07], [-2.31, 0.25, -0.30]]}

***

(ii)
{"formula": "C7H11N", "method": "the ωB97M-V functional and the def2-TZVPD basis", "mol_weight_g_mol": 109.17, "homo_energy_ev": -8.76, "symbols": ["C", "C", "C", "C", "C", "C", "C", "H", "H", "H", "H", "H", "H", "H", "H", "H", "H", "H", "N"], "xyz": [[1.36, -0.15, 1.18], [1.41, 0.76, -0.15], [0.11, 1.37, -0.49], [-1.13, 0.63, -0.32], [-1.28, -0.70, -0.28], [0.02, -1.42, -0.60], [1.14, -0.68, -0.18], [2.41, -0.08, 1.41], [0.54, -0.16, 1.78], [2.39, 1.07, -0.66], [-0.05, 2.74, -0.22], [0.05, 1.62, -1.65], [-1.82, 1.30, -0.91], [-2.38, 0.25, 1.48], [-2.29, -1.04, -0.62], [0.25, -1.02, -1.94], [0.08, -2.78, -0.42], [2.04, -1.33, -0.60], [-1.57, 0.08, 1.05]]}

***

(i) ends up most stable, edging out the next structure by 7.0 kJ/mol.

***

(i)
{"formula": "C7H11N", "method": "the ωB97M-V functional and the def2-TZVPD basis", "mol_weight_g_mol": 109.17, "homo_energy_ev": -7.89, "smiles": "CCc1c[nH]c(C)c1", "symbols": ["C", "C", "C", "C", "N", "C", "C", "C", "H", "H", "H", "H", "H", "H", "H", "H", "H", "H", "H"], "xyz": [[-0.93, -2.99, -0.50], [-0.06, -1.94, -1.11], [0.19, -0.65, -0.31], [0.65, -0.46, 0.94], [0.73, 0.94, 1.33], [0.11, 1.59, 0.25], [-0.22, 0.68, -0.79], [-0.16, 3.08, 0.25], [-1.95, -2.70, -0.21], [-1.27, -3.74, -1.36], [-0.53, -3.51, 0.45], [-0.53, -1.69, -2.11], [0.91, -2.43, -1.26], [1.23, -1.15, 1.56], [0.97, 1.40, 2.19], [-0.75, 0.93, -1.58], [-0.93, 3.28, -0.52], [-0.43, 3.56, 1.25], [0.70, 3.70, -0.06]]}

***

(ii)
{"formula": "C7H11N", "method": "the ωB97M-V functional and the def2-TZVPD basis", "mol_weight_g_mol": 109.17, "homo_energy_ev": -10.21, "smiles": "CC1(C)C[C@H]1CC#N", "symbols": ["C", "C", "C", "C", "C", "C", "C", "N", "H", "H", "H", "H", "H", "H", "H", "H", "H", "H", "H"], "xyz": [[0.24, 0.39, -0.53], [-0.63, 0.41, 0.70], [-1.16, 0.91, -0.62], [-1.16, -0.86, 1.34], [1.39, 1.36, -0.57], [0.58, -0.94, -1.18], [-0.06, -1.54, 1.97], [0.86, -2.04, 2.44], [-0.38, 1.17, 1.43], [-1.90, 0.30, -1.13], [-1.32, 1.97, -0.74], [-1.91, -0.62, 2.10], [-1.61, -1.52, 0.60], [1.14, 2.29, -0.05], [2.27, 0.92, -0.09], [1.65, 1.60, -1.60], [1.28, -1.51, -0.57], [-0.31, -1.55, -1.34], [1.04, -0.76, -2.16]]}

***

(iii)
{"formula": "C7H11N", "method": "the ωB97M-V functional and the def2-TZVPD basis", "mol_weight_g_mol": 109.17, "homo_energy_ev": -7.92, "smiles": "NCC1=CCCC=C1", "symbols": ["C", "C", "C", "C", "C", "C", "C", "H", "H", "H", "H", "H", "H", "H", "H", "H", "H", "H", "N"], "xyz": [[2.19, -0.08, -0.56], [0.53, 0.04, -0.44], [-0.16, -1.15, -0.20], [-1.49, -1.15, 0.26], [-2.35, 0.01, -0.01], [-1.53, 1.38, 0.19], [-0.19, 1.31, -0.32], [2.85, -0.63, 1.35], [3.16, 1.15, 0.80], [2.53, 0.70, -1.28], [2.17, -1.09, -1.29], [0.42, -2.00, -0.23], [-1.67, -1.29, 1.47], [-2.17, -1.75, -0.29], [-2.53, -0.06, -1.02], [-3.32, 0.02, 0.39], [-1.87, 2.31, 0.58], [0.37, 2.22, -0.03], [3.06, 0.04, 0.63]]}

***

(ii) ends up most stable, edging out the next structure by 41.4 kJ/mol.

***

(i)
{"formula": "C4H7ClS", "method": "the ωB97M-V functional and the def2-TZVPD basis", "mol_weight_g_mol": 122.62, "homo_energy_ev": -9.13, "smiles": "C/C=C/[C@H](S)Cl", "symbols": ["C", "C", "C", "C", "S", "Cl", "H", "H", "H", "H", "H", "H", "H"], "xyz": [[0.86, 0.32, 0.24], [-0.41, 0.11, 0.46], [1.45, 1.66, 0.19], [-1.10, -1.29, 0.24], [-1.97, -1.29, -1.37], [-2.32, -1.65, 1.52], [1.60, -0.46, -0.08], [-1.07, 0.91, 0.70], [2.10, 1.97, 0.93], [0.59, 2.24, 0.00], [2.05, 1.64, -0.71], [-0.41, -2.07, 0.15], [-1.37, -2.09, -2.27]]}

***

(ii)
{"formula": "C4H7ClS", "method": "the ωB97M-V functional and the def2-TZVPD basis", "mol_weight_g_mol": 122.62, "homo_energy_ev": -9.41, "smiles": "C=C[C@@H](S)CCl", "symbols": ["C", "C", "C", "C", "H", "H", "H", "H", "H", "H", "H", "S", "Cl"], "xyz": [[0.35, -0.37, -0.36], [-0.72, -1.39, 0.21], [0.11, 0.88, 0.34], [-0.31, 1.94, -0.31], [2.48, -0.60, 0.78], [0.11, -0.26, -1.39], [-0.54, -1.36, 1.34], [-0.48, -2.32, -0.23], [0.42, 0.88, 1.41], [-0.56, 1.77, -1.35], [-0.47, 2.92, 0.06], [1.95, -1.11, -0.28], [-2.35, -0.97, -0.22]]}

***

(ii) ends up most stable, edging out the next structure by 38.1 kJ/mol.

***

(i)
{"formula": "C3H13NO2S", "method": "the ωB97M-V functional and the def2-TZVPD basis", "mol_weight_g_mol": 127.21, "homo_energy_ev": -8.87, "smiles": "C[C@H](N)CS.O.O", "symbols": ["C", "C", "C", "S", "N", "H", "H", "H", "H", "H", "H", "H", "H", "H", "H", "H", "O", "H", "H", "O"], "xyz": [[-0.28, -0.37, -1.68], [0.85, -0.85, -0.66], [0.18, -0.75, 0.76], [1.50, -1.18, 1.94], [1.64, -1.92, -1.27], [-1.00, 0.48, -1.41], [0.24, 0.09, -2.54], [-0.88, -1.18, -1.93], [1.67, -0.03, -0.62], [-0.71, -1.44, 0.91], [-0.24, 0.13, 0.97], [0.78, -1.13, 3.17], [1.13, -2.67, -1.58], [2.45, -2.24, -0.78], [-1.90, 1.44, 0.70], [-3.22, 2.35, 0.64], [-2.82, 1.49, 0.87], [0.18, 3.09, 1.43], [0.53, 2.33, 0.20], [-0.11, 2.35, 0.87]]}

***

(ii)
{"formula": "C3H13NO2S", "method": "the ωB97M-V functional and the def2-TZVPD basis", "mol_weight_g_mol": 127.21, "homo_energy_ev": -8.30, "symbols": ["C", "C", "C", "S", "N", "H", "H", "H", "H", "H", "H", "H", "H", "H", "H", "H", "O", "H", "H", "O"], "xyz": [[1.91, 0.71, 1.28], [2.04, 1.50, 0.01], [3.07, 1.55, -0.82], [-2.65, -1.35, -2.08], [0.73, 1.15, 2.02], [2.81, 0.82, 1.90], [1.85, -0.36, 1.06], [0.93, 0.29, -2.74], [1.13, 2.07, -0.20], [4.01, 1.06, -0.62], [3.01, 2.14, -1.73], [0.53, 0.91, -2.79], [0.75, 0.84, 2.98], [-0.12, 0.85, 1.58], [-0.88, -1.55, 0.80], [-0.01, -2.82, 1.04], [-0.05, -1.87, 1.18], [-1.87, -0.21, -0.40], [-2.70, 0.14, 0.83], [-1.78, 0.15, 0.52]]}

***

(iii)
{"formula": "C3H13NO2S", "method": "the ωB97M-V functional and the def2-TZVPD basis", "mol_weight_g_mol": 127.21, "homo_energy_ev": -9.19, "smiles": "CNCCS.O.O", "symbols": ["C", "N", "C", "C", "S", "H", "H", "H", "H", "H", "H", "H", "H", "H", "H", "H", "O", "H", "H", "O"], "xyz": [[-1.14, -0.99, -0.45], [-0.27, 0.30, -0.98], [-0.35, 1.67, -0.39], [1.02, 2.29, -0.19], [0.84, 3.58, 1.06], [-0.65, -1.39, 0.46], [-2.30, -0.82, -0.50], [-1.19, -1.79, -1.36], [-0.30, 0.22, -1.96], [-0.69, 1.65, 0.67], [-1.09, 2.48, -0.72], [1.34, 2.80, -1.03], [1.77, 1.45, -0.07], [1.60, 2.97, 2.10], [-0.93, -4.02, 2.73], [-2.28, -4.41, 3.27], [-1.36, -4.42, 3.54], [1.41, -0.14, -2.37], [2.44, -0.66, -1.48], [2.14, -0.75, -2.32]]}

***

(i) ends up most stable, edging out the next structure by 125.3 kJ/mol.